Entry 1:
Formula: C19H32N2O2
Source: the OMol25 dataset
Level of theory: wB97M-V/def2-TZVPD

Geometry as XYZ:
```
55
Properties=species:S:1:pos:R:3:forces:R:3:mulliken_charge:R:1
C -0.707 0.566 2.880 -0.03 -0.21 -0.19 -1.55
C -1.059 -0.687 2.088 -0.16 0.10 0.22 0.68
C -2.340 -1.343 2.605 0.21 -0.24 -0.14 -1.05
C -2.619 -2.697 1.952 -0.12 0.21 -0.02 -0.56
C -3.098 -2.585 0.502 0.31 -0.36 0.03 -0.40
C -2.708 -3.827 -0.304 -0.53 0.30 0.01 -0.82
O -1.310 -4.041 -0.297 0.41 -0.04 -0.11 -0.56
C -0.498 -3.086 -0.837 0.25 0.08 0.03 0.60
C -0.865 -2.203 -1.847 -0.26 -0.23 0.05 -0.55
C 0.047 -1.280 -2.327 0.16 -0.02 0.07 -0.39
C 1.333 -1.198 -1.812 0.07 0.03 -0.09 0.68
C 2.288 -0.121 -2.266 0.00 0.02 0.02 -1.96
N 2.102 1.172 -1.619 0.04 0.05 -0.01 0.06
C 0.878 1.854 -1.982 0.03 0.32 -0.05 -0.30
C 0.933 3.285 -1.455 -0.21 -0.21 -0.20 -1.31
N 1.037 3.259 -0.007 0.03 0.10 -0.08 0.76
C 0.946 4.577 0.606 -0.20 0.00 0.36 -0.81
C 0.272 4.444 1.975 0.34 0.10 -0.13 -0.38
O -0.973 3.810 1.846 -0.38 -0.11 -0.07 -0.58
C 2.248 2.551 0.371 0.04 -0.31 0.12 -1.39
C 2.216 1.126 -0.175 0.13 0.24 0.13 -0.07
C 1.699 -2.100 -0.818 -0.10 0.03 -0.11 -0.34
C 0.804 -3.034 -0.341 -0.24 -0.14 0.04 -0.46
H -1.504 1.303 2.817 -0.03 0.13 0.04 0.36
H -0.552 0.321 3.929 0.02 0.02 0.13 0.45
H 0.207 1.014 2.497 0.11 0.16 0.00 0.19
H -0.237 -1.404 2.160 0.01 -0.05 -0.08 0.20
H -1.169 -0.427 1.033 0.07 -0.06 -0.10 -0.13
H -3.187 -0.672 2.443 -0.07 0.08 0.07 0.30
H -2.239 -1.491 3.683 -0.05 0.08 0.06 0.41
H -3.368 -3.237 2.536 0.02 -0.09 0.01 0.40
H -1.699 -3.286 1.972 -0.01 -0.04 0.06 0.30
H -4.181 -2.462 0.461 -0.04 0.05 -0.05 0.46
H -2.644 -1.712 0.033 -0.09 0.05 -0.04 0.25
H -3.094 -3.763 -1.330 0.06 -0.08 0.08 0.30
H -3.120 -4.727 0.161 0.00 0.08 -0.10 0.42
H -1.856 -2.232 -2.274 -0.10 -0.03 0.00 0.36
H -0.254 -0.616 -3.125 -0.03 0.08 -0.07 0.41
H 3.316 -0.433 -2.062 -0.04 -0.04 -0.08 0.47
H 2.186 0.043 -3.343 0.07 -0.05 0.03 0.54
H 0.792 1.873 -3.071 -0.04 -0.03 -0.01 0.43
H -0.014 1.357 -1.561 0.01 0.05 -0.07 0.14
H 0.017 3.811 -1.733 0.05 0.01 0.01 0.51
H 1.793 3.802 -1.914 -0.06 0.00 0.00 0.29
H 0.312 5.207 -0.023 0.04 -0.01 0.01 0.40
H 1.927 5.065 0.707 -0.01 -0.01 -0.06 0.33
H 0.089 5.429 2.409 0.10 -0.04 -0.01 0.43
H 0.918 3.877 2.662 0.01 0.11 -0.02 0.24
H -0.830 3.075 1.232 0.06 0.02 0.01 0.28
H 2.318 2.521 1.461 0.03 0.00 -0.01 0.48
H 3.143 3.064 -0.022 -0.05 -0.01 0.05 0.37
H 3.145 0.618 0.089 -0.01 -0.04 0.04 0.43
H 1.374 0.581 0.285 0.07 0.00 0.02 -0.11
H 2.699 -2.067 -0.411 0.12 0.00 0.04 0.34
H 1.090 -3.737 0.426 0.01 -0.08 0.11 0.47
```
Forces are in eV/Å.

Properties
frontier orbital gap = 9.258 eV
relative energy (zero: lowest compared OMol25 entry of this formula, charge and spin) = 1.919 eV
multiplicity = 1
HOMO = -8.397 eV

***

Entry 2:
Formula: C19H32N2O2
Source: the OMol25 dataset
Level of theory: wB97M-V/def2-TZVPD

Geometry as XYZ:
```
55
Properties=species:S:1:pos:R:3:forces:R:3:mulliken_charge:R:1
C 0.053 7.237 0.614 -1.64 -3.50 -5.50 -1.33
H 0.365 7.437 1.523 1.39 1.30 4.48 0.48
C 1.097 6.037 0.009 -2.15 16.39 -9.75 -0.29
H 0.744 5.919 -1.061 0.28 0.07 0.70 0.25
C 1.033 4.997 0.652 -0.90 -9.74 16.14 -0.35
N 2.005 4.107 0.423 3.05 -4.02 -0.53 0.31
C 1.494 3.322 -0.607 8.62 -6.78 -0.48 -1.99
C 0.820 2.036 -0.346 -2.44 0.06 3.74 -0.04
H -0.121 2.478 0.057 -0.36 -1.09 0.30 0.12
H 0.455 1.397 -1.178 0.96 0.41 0.31 0.29
C 1.547 1.163 0.958 -4.13 5.14 -1.76 -0.69
N 0.755 0.076 1.159 -9.03 2.24 -0.31 1.12
C -0.649 0.322 1.772 4.89 0.20 4.66 -1.35
H -0.319 0.431 3.108 -1.17 -0.25 -3.37 0.25
H -1.167 -0.580 1.809 -1.18 -1.23 -0.54 0.45
H -1.198 1.222 1.663 -0.23 0.65 -1.08 0.34
C 1.206 -1.085 1.563 6.20 -4.99 3.74 -1.21
H 0.691 -1.634 2.370 -0.82 0.25 -0.81 0.62
C 1.828 -2.177 0.444 -4.86 6.91 0.24 -1.53
C 0.500 -2.698 0.024 6.20 0.24 -1.66 1.07
C 0.316 -4.000 0.109 -0.19 -4.52 6.22 -0.22
C -0.899 -4.550 -0.108 -1.35 -5.27 -3.02 -0.52
C -1.766 -3.943 -0.949 -3.87 4.99 -2.66 0.44
C -1.593 -2.501 -1.162 2.07 -2.63 -2.57 -0.03
C -0.105 -2.060 -0.956 -9.53 1.24 -1.50 0.03
H -0.156 -1.034 -1.068 1.46 2.18 -0.56 -0.34
O -2.622 -1.839 -2.189 3.73 -5.96 4.97 -0.21
C -2.159 -0.632 -2.283 -4.56 7.93 -2.08 -0.69
H -2.265 0.145 -1.344 0.91 -2.20 -1.64 0.22
H -3.244 -0.223 -2.875 3.34 0.16 0.82 0.24
H -1.282 -0.430 -2.936 -0.32 -0.21 0.58 0.33
O -2.913 -4.367 -1.686 0.93 -2.25 2.76 -0.32
C -3.296 -5.785 -1.307 3.96 4.19 -0.74 -1.17
H -2.619 -6.351 -1.852 1.74 -1.66 -0.01 0.46
H -3.453 -5.896 -0.302 0.62 -0.36 2.69 0.41
H -4.146 -6.024 -1.700 -5.42 -0.55 -2.79 0.38
H -0.995 -5.712 -0.217 0.25 2.01 1.17 0.27
H 0.785 -4.615 0.989 0.33 1.19 -2.04 0.20
H 2.490 -2.778 0.846 3.00 -3.15 2.04 0.58
H 2.297 -1.372 -0.156 -0.15 -1.17 -0.59 0.32
H 2.102 -0.834 2.212 0.12 -0.46 -0.33 0.37
C 1.735 2.215 2.243 4.74 0.57 -9.57 -1.82
C 2.674 3.328 1.481 -0.21 -2.61 -1.30 -0.91
H 2.886 3.979 2.231 1.18 2.29 1.91 0.67
H 3.722 2.846 1.042 -2.96 1.05 1.11 0.27
H 0.797 2.413 2.355 -5.34 1.82 1.63 0.72
H 2.174 1.495 2.713 2.93 -3.16 4.70 0.83
H 2.151 0.719 0.301 5.10 -0.81 -1.52 0.65
H 1.290 3.740 -1.460 -2.04 3.15 -4.30 0.65
H 2.622 2.858 -1.029 -2.22 0.82 0.30 0.31
H 0.117 4.489 0.890 -1.39 0.14 -0.44 0.08
H 1.383 5.219 1.883 -1.41 0.41 -2.32 0.28
H 2.127 6.410 -0.115 -0.45 0.20 0.34 0.32
H -1.038 6.870 0.620 1.70 0.01 0.26 0.28
H -0.035 8.085 -0.049 0.62 0.37 -0.05 0.39
```
Forces are in eV/Å.

Properties
frontier orbital gap = 8.178 eV
relative energy (zero: lowest compared OMol25 entry of this formula, charge and spin) = 21.407 eV
multiplicity = 1
HOMO = -7.577 eV

***

Entry 3:
Formula: C19H32N2OS
Source: the OMol25 dataset
Level of theory: wB97M-V/def2-TZVPD

Geometry as XYZ:
```
55
Properties=species:S:1:pos:R:3:forces:R:3:mulliken_charge:R:1
C -1.305 2.409 4.391 0.40 0.27 -0.40 -0.79
S 0.114 3.359 3.771 -0.08 -0.06 0.14 -0.08
C -0.120 3.388 2.018 -0.05 -0.08 0.36 0.71
C 0.801 4.135 1.287 -0.05 -0.05 0.07 -0.76
C 0.684 4.213 -0.085 0.07 0.02 -0.01 -0.85
C -0.336 3.541 -0.741 -0.12 -0.02 0.03 -0.39
C -1.250 2.782 -0.022 0.01 0.07 -0.08 0.44
C -2.294 1.955 -0.731 -0.03 -0.06 -0.06 -1.68
N -1.846 0.612 -1.080 -0.06 0.00 -0.06 0.15
C -0.753 0.593 -2.032 0.14 -0.21 -0.13 -0.17
C -0.513 -0.849 -2.497 -0.06 0.17 -0.07 -1.33
N -0.317 -1.804 -1.427 0.04 0.00 0.05 0.65
C 1.044 -2.102 -1.038 0.14 0.20 0.12 -1.19
C 1.853 -1.004 -0.328 0.14 -0.33 -0.25 0.14
C 3.316 -1.395 -0.091 -0.10 0.18 0.22 0.60
C 3.448 -2.523 0.929 0.02 0.07 -0.31 -1.50
C 4.101 -0.173 0.384 -0.05 -0.22 -0.20 -1.61
C -1.304 -1.666 -0.372 -0.41 0.02 0.11 -0.30
C -2.659 -2.252 -0.815 0.28 -0.44 -0.06 -1.00
C -2.530 -3.603 -1.526 -0.29 0.51 -0.17 -0.62
O -1.859 -4.573 -0.758 0.27 -0.23 0.35 -0.58
C -1.515 -0.207 0.069 0.17 -0.26 0.09 -0.91
C -1.139 2.717 1.363 0.03 0.10 -0.06 -0.27
H -1.264 1.388 4.023 -0.10 -0.08 0.03 0.23
H -1.207 2.414 5.472 -0.01 -0.01 0.06 0.38
H -2.232 2.897 4.103 -0.12 -0.05 0.04 0.27
H 1.594 4.650 1.807 0.11 0.10 0.02 0.41
H 1.393 4.800 -0.650 0.06 0.06 -0.04 0.40
H -0.425 3.612 -1.815 -0.02 -0.01 -0.12 0.39
H -2.592 2.446 -1.662 -0.04 0.03 0.07 0.56
H -3.181 1.843 -0.100 0.01 0.08 -0.04 0.50
H 0.170 1.017 -1.601 -0.08 -0.01 -0.08 0.06
H -1.035 1.199 -2.897 0.04 0.03 -0.01 0.50
H -1.394 -1.166 -3.067 0.04 0.09 -0.11 0.42
H 0.352 -0.881 -3.161 -0.02 -0.03 -0.04 0.51
H 1.576 -2.390 -1.952 0.05 -0.07 0.07 0.26
H 1.004 -2.984 -0.391 0.07 -0.04 -0.05 0.23
H 1.837 -0.102 -0.942 -0.06 0.07 0.03 0.09
H 1.390 -0.767 0.632 -0.03 0.11 0.06 0.15
H 3.742 -1.733 -1.043 -0.02 0.01 -0.01 0.35
H 4.497 -2.736 1.119 0.09 -0.07 0.06 0.45
H 2.982 -2.239 1.870 -0.07 0.03 0.15 0.30
H 2.980 -3.437 0.572 -0.04 -0.15 0.05 0.36
H 4.051 0.629 -0.349 0.01 0.13 -0.04 0.39
H 5.147 -0.427 0.541 0.13 0.02 0.05 0.46
H 3.694 0.197 1.323 -0.04 0.07 0.13 0.33
H -0.946 -2.233 0.495 0.00 0.04 -0.05 0.63
H -3.281 -2.376 0.073 -0.09 0.05 0.03 0.49
H -3.152 -1.547 -1.483 -0.11 0.05 -0.01 0.28
H -3.526 -4.012 -1.714 0.07 0.06 -0.06 0.46
H -2.019 -3.466 -2.487 -0.11 0.00 0.04 0.23
H -0.949 -4.276 -0.656 0.02 -0.05 -0.06 0.31
H -0.612 0.162 0.585 -0.11 -0.03 0.00 0.07
H -2.351 -0.170 0.773 0.01 0.02 0.07 0.55
H -1.864 2.138 1.913 -0.07 -0.07 0.08 0.32
```
Forces are in eV/Å.

Properties
frontier orbital gap = 8.712 eV
relative energy (zero: lowest compared OMol25 entry of this formula, charge and spin) = 1.121 eV
multiplicity = 1
HOMO = -8.060 eV

***

Entry 4:
Formula: C19H32NO2
Source: the OMol25 dataset
Level of theory: wB97M-V/def2-TZVPD

Geometry as XYZ:
```
54
Properties=species:S:1:pos:R:3:forces:R:3:mulliken_charge:R:1
C -4.918 -0.047 -0.374 0.10 -0.05 0.22 -1.20
C -4.028 -0.336 0.829 0.09 -0.01 -0.08 -0.68
C -2.808 -1.221 0.540 -0.15 0.01 -0.02 0.36
C -3.212 -2.638 0.140 0.12 0.19 0.14 -1.56
C -1.913 -0.614 -0.563 -0.06 -0.01 0.31 0.36
C -0.650 -1.417 -0.731 0.09 -0.04 -0.33 -0.75
O -0.270 -1.931 -1.748 -0.06 -0.13 -0.07 -0.61
O 0.096 -1.462 0.405 -0.24 0.09 0.24 -0.14
C 1.246 -2.288 0.372 0.26 -0.16 -0.21 -1.05
C 2.387 -1.802 -0.529 -0.64 -0.73 -0.09 -0.86
N 2.986 -0.454 -0.274 0.07 -0.09 0.00 0.55
C 4.198 -0.389 -1.119 0.69 0.08 -0.46 -1.07
C 2.027 0.611 -0.701 -0.58 0.79 -0.19 0.19
C 2.596 2.022 -0.733 0.05 -0.19 -0.04 -1.49
C 3.413 -0.299 1.157 0.14 0.17 0.79 -0.44
C 2.360 0.201 2.138 0.03 -0.07 -0.16 -0.99
C -1.511 0.825 -0.318 -0.03 0.07 -0.11 0.13
C -1.569 1.737 -1.364 0.01 -0.06 0.05 -0.09
C -1.194 3.056 -1.174 0.05 0.13 -0.01 -0.85
C -0.747 3.479 0.067 -0.01 0.08 -0.05 -0.78
C -0.678 2.575 1.114 0.04 -0.04 0.07 -0.59
C -1.053 1.256 0.923 -0.09 0.06 0.03 -0.10
H -5.792 0.512 -0.050 -0.09 0.05 -0.06 0.43
H -5.263 -0.965 -0.842 -0.08 -0.07 -0.13 0.31
H -4.397 0.553 -1.115 0.01 0.07 -0.16 0.26
H -4.622 -0.836 1.596 0.04 0.03 0.08 0.54
H -3.687 0.613 1.247 -0.05 -0.03 0.09 0.23
H -2.222 -1.286 1.463 -0.01 0.03 -0.05 0.20
H -3.875 -3.064 0.889 -0.05 -0.10 0.05 0.43
H -3.727 -2.644 -0.817 -0.06 -0.04 -0.12 0.40
H -2.338 -3.281 0.053 0.05 -0.15 -0.03 0.35
H -2.440 -0.678 -1.518 0.13 -0.02 0.06 1.03
H 0.965 -3.273 -0.025 0.16 0.14 0.09 0.52
H 1.557 -2.406 1.410 -0.02 0.00 -0.11 0.47
H 3.183 -2.544 -0.435 0.05 0.14 0.02 0.46
H 2.022 -1.815 -1.559 0.20 0.12 0.15 0.54
H 4.685 0.576 -1.012 -0.11 -0.02 0.08 0.43
H 4.903 -1.165 -0.826 -0.12 -0.03 0.10 0.45
H 3.932 -0.534 -2.165 -0.13 -0.02 0.05 0.37
H 1.671 0.353 -1.700 0.05 -0.19 0.10 0.41
H 1.173 0.585 -0.025 0.17 -0.13 -0.10 -0.31
H 3.269 2.179 -1.571 0.09 0.03 -0.04 0.45
H 1.760 2.707 -0.853 -0.05 -0.01 0.02 0.38
H 3.107 2.288 0.188 0.08 0.07 0.13 0.27
H 4.251 0.399 1.175 -0.02 -0.12 -0.13 0.49
H 3.789 -1.272 1.481 0.05 0.03 -0.17 0.43
H 2.134 1.253 1.989 -0.05 0.08 -0.03 0.25
H 2.768 0.092 3.140 0.06 -0.01 0.05 0.47
H 1.432 -0.357 2.093 -0.12 -0.03 0.01 0.11
H -1.922 1.417 -2.334 -0.06 -0.07 -0.11 0.51
H -1.259 3.755 -1.994 -0.01 0.08 -0.08 0.45
H -0.465 4.510 0.220 0.02 0.11 0.01 0.44
H -0.344 2.901 2.088 0.02 0.04 0.10 0.51
H -1.007 0.566 1.751 -0.02 -0.09 0.09 0.41
```
Forces are in eV/Å.

Properties
charge = +1
frontier orbital gap = 9.793 eV
relative energy (zero: lowest compared OMol25 entry of this formula, charge and spin) = 0.000 eV
multiplicity = 1
HOMO = -12.042 eV